A cluster of 2 separate species, C3H6N2S in total. Source: the Open Molecules 2025 dataset; level of theory: ωB97M-V with the def2-TZVPD basis set.

Element x y z (Å)
C1 -1.03981 -0.47042 0.04524
C2 0.11582 -1.38851 -0.13766
C3 1.07249 -0.16645 -0.11051
H1 0.44655 2.21046 0.81406
H2 -0.13332 2.30310 -0.91720
H3 -2.27925 -0.57426 -0.43986
H4 -1.01063 -0.55872 1.56161
H5 0.25221 -2.17599 0.60534
H6 -0.01134 -1.93810 -1.02440
N1 -0.24852 2.00410 0.02339
N2 0.03536 0.61376 -0.38156
S1 2.80046 0.14102 -0.03845

Atoms 1-3, force components in eV/Å:
-1.1990 1.1951 3.5506
0.9083 -1.7589 0.6587
3.1732 -1.2570 -1.1480

LUMO	-0.02	eV
molar mass	102.16	g mol⁻¹
ΔE to the lowest compared entry with this formula, charge and spin	565.0	kJ/mol
HOMO-LUMO gap	8.6	eV
HOMO level	-8.585	eV